ORCA calculation (ωB97M-V with the def2-TZVPD basis set) on a structure of composition C46H53F4N8PdSb.

Structure (XYZ):
```
113
Properties=species:S:1:pos:R:3
Pd 1.0736 0.4292 -0.7558
N 3.7607 2.6169 -1.1753
C 4.1891 1.4357 -0.5680
C 5.5389 1.3476 -0.2059
C 5.9870 0.2152 0.4322
C 5.0829 -0.8039 0.7072
C 3.7825 -0.6428 0.2877
N 3.3350 0.4407 -0.3662
C 2.6121 3.3420 -0.8572
C 2.7122 4.7398 -0.8571
C 1.6221 5.4880 -0.4858
C 0.4500 4.8345 -0.1162
C 0.4369 3.4628 -0.1800
N 1.4806 2.7158 -0.5691
H 4.5355 3.2282 -1.3842
H 6.2035 2.1792 -0.3976
H 7.0223 0.1369 0.7352
H 5.3775 -1.7063 1.2216
H 3.0519 -1.4141 0.4681
H 3.6507 5.2130 -1.1114
H 1.6887 6.5667 -0.4551
H -0.4215 5.3742 0.2217
H -0.4504 2.9045 0.0885
C -4.4705 0.7756 -0.6001
C -3.1453 1.5030 -0.3855
C -2.8309 1.5595 1.1052
C -3.2660 2.9307 -0.9152
Sb -1.4405 0.5211 -1.3890
C -1.8107 -1.6271 -1.0978
C -2.0906 -1.8120 0.3969
C -0.5523 -2.4106 -1.4735
C -2.9558 -2.2118 -1.9201
C -1.7486 0.9902 -3.5143
C -1.2744 2.4296 -3.7186
C -3.1792 0.8130 -4.0061
C -0.8219 0.0626 -4.2896
H -5.2801 1.3989 -0.2060
H -4.5122 -0.1715 -0.0658
H -4.6853 0.5888 -1.6510
H -3.6729 2.0233 1.6301
H -1.9446 2.1596 1.3195
H -2.6794 0.5736 1.5364
H -3.9641 3.4798 -0.2759
H -3.6608 2.9637 -1.9295
H -2.3169 3.4695 -0.9007
H -1.3820 -1.2811 1.0379
H -2.0356 -2.8763 0.6521
H -3.0878 -1.4708 0.6649
H 0.4376 -1.7768 0.1876
H -0.3766 -2.3500 -2.5443
H -0.7707 -3.4664 -1.2487
H -3.8852 -1.6627 -1.7830
H -3.1384 -3.2479 -1.6167
H -2.7195 -2.2197 -2.9854
H -1.9745 3.1628 -3.3227
H -1.1673 2.6217 -4.7916
H -0.2982 2.6017 -3.2564
H -3.8817 1.4713 -3.4966
H -3.5267 -0.2129 -3.8864
H -3.2273 1.0540 -5.0737
H 0.2086 0.1515 -3.9437
H -0.8432 0.3302 -5.3513
H -1.1283 -0.9815 -4.2082
F -0.8641 -0.2656 3.9220
C -1.3709 0.9538 4.1791
C -2.6109 1.0172 4.7398
F -3.2358 -0.1366 4.9966
C -3.2453 2.2420 5.0735
C -2.4348 3.3850 4.8418
C -1.1955 3.3144 4.2738
F -0.5526 4.4644 4.0255
C -0.6008 2.0965 3.8662
C 0.6206 2.0244 3.1536
C 0.9666 0.8928 2.3932
N 1.2482 -0.0395 1.7660
C 1.5292 3.1048 2.9975
N 2.3287 3.9176 2.8227
F -2.9207 4.5963 5.1248
C -4.5725 2.3158 5.5388
C -5.4535 1.2011 5.5148
N -6.2024 0.3276 5.4629
C -5.1743 3.5142 6.0071
N -5.7138 4.4479 6.4114
C 4.0860 -2.5337 -3.1857
C 2.6310 -3.0169 -3.1435
C 1.7376 -1.9143 -3.6840
C 2.3121 -3.6512 -1.7775
C 2.9482 -4.8869 -1.6325
C 2.9518 -5.5978 -0.4531
C 2.3157 -5.0579 0.6471
C 1.6171 -3.8616 0.5600
C 0.9602 -3.3827 1.8480
C -0.0610 -4.3944 2.3740
C 2.0199 -3.0764 2.9107
C 1.5789 -3.1657 -0.6707
N 0.6894 -2.0214 -0.7680
H 4.3593 -2.2756 -4.2098
H 4.7799 -3.2928 -2.8260
H 4.2130 -1.6480 -2.5780
H 2.5656 -3.8485 -3.8536
H 1.6939 -1.0530 -3.0103
H 0.7270 -2.2685 -3.8684
H 2.1339 -1.5704 -4.6419
H 3.4735 -5.2882 -2.4914
H 3.4452 -6.5583 -0.3911
H 2.3398 -5.5850 1.5912
H 0.4290 -2.4443 1.6994
H 0.4314 -5.2945 2.7442
H -0.7616 -4.6994 1.5944
H -0.6305 -3.9628 3.1977
H 2.5810 -3.9729 3.1799
H 1.5436 -2.6888 3.8120
H 2.7214 -2.3228 2.5554
```

## Properties
2S+1 = 3
Energy above the lowest of the compared OMol25 structures with the same formula, charge and spin = 0.0 kcal per mole
HOMO (spin up / spin down) = -0.2574 / -0.2768 Ha
Expectation value of S² = 2.0493
Calculated total energy = -2990.224842 Ha

Löwdin atomic charge list, values in e, 4 entries: Pd 0.46; N 0.12; C -0.29; C 0.00

---

ORCA calculation (ωB97M-V with the def2-TZVPD basis set) on a structure of composition C16H33Br3O27S7 at a distorted geometry.

Structure (XYZ):
```
86
Properties=species:S:1:pos:R:3
O 4.9916 5.8828 1.7109
S 3.6808 6.4425 1.6777
O 3.4633 7.8433 1.6627
O 2.9421 5.8830 0.3851
C 3.3305 4.6025 -0.1101
C 2.2325 4.0792 -1.0241
C 2.7212 5.7530 2.9898
H 3.4671 3.8679 0.6881
H 4.2744 4.6410 -0.6525
H 1.4793 3.5417 -0.4467
H 2.6335 3.3310 -1.7117
H 1.7933 4.8846 -1.6098
H 2.9949 6.2851 3.8943
H 2.9599 4.6943 3.0691
H 1.6786 5.8419 2.6933
C -0.0050 -0.6512 -0.2646
Br -0.6263 -0.6535 -2.0696
Br 1.4832 0.5458 -0.0447
Br 0.4569 -2.4266 0.3286
H -0.7662 -0.2815 0.4105
C 0.8757 -2.0702 -6.2881
C 0.8195 -0.9125 -5.2673
O 1.6632 0.1210 -5.7788
S 2.1517 -0.2607 -7.2490
O 3.4685 0.1778 -7.4307
O 1.1426 0.0687 -8.1841
O 2.1284 -1.8227 -6.9746
H 0.1141 -2.0109 -7.0640
H 0.9356 -3.0479 -5.8246
H 1.2403 -1.2334 -4.3190
H -0.2100 -0.5709 -5.1675
C -2.4268 -3.1576 2.3696
C -2.3590 -4.2262 3.4871
O -1.7724 -3.5681 4.6211
S -2.1071 -2.0312 4.5224
O -1.1006 -1.2634 5.1409
O -3.4696 -1.8187 4.8363
O -1.9080 -1.9524 2.9635
H -3.4631 -2.9902 2.0926
H -1.8264 -3.3587 1.4893
H -1.6956 -5.0438 3.2194
H -3.3531 -4.6121 3.6972
C -2.2183 3.1955 -0.6998
C -3.0525 3.7073 0.4253
O -3.6212 2.5477 1.0535
S -3.9384 1.4683 -0.0707
O -5.3081 1.5473 -0.4091
O -3.4020 0.1939 0.2568
O -3.0407 2.0941 -1.2167
H -1.3016 2.6718 -0.4391
H -2.0967 3.9706 -1.4497
H -3.8950 4.3025 0.0620
H -2.5222 4.3245 1.1430
C 3.8752 -2.7662 -0.2842
C 5.4133 -2.8080 -0.2677
O 5.7819 -4.1549 0.0216
S 4.6282 -4.7880 0.9130
O 4.7277 -4.2651 2.2108
O 4.5389 -6.1693 0.6933
O 3.4427 -4.0667 0.1414
H 3.5004 -2.6477 -1.3015
H 3.4192 -1.9771 0.3069
H 5.8116 -2.1137 0.4750
H 5.8628 -2.5168 -1.2131
C -0.9255 1.6228 4.4411
C -1.1369 0.7976 3.1592
O -0.7553 1.6960 2.0611
S 0.0441 2.9488 2.5509
O -0.4352 4.1192 1.9224
O 1.4369 2.7197 2.4972
O -0.5020 2.9287 4.0310
H -0.1680 1.1727 5.0751
H -1.8731 1.7236 4.9608
H -2.1687 0.5941 2.8912
H -0.5160 -0.0893 3.1060
C -4.0186 -2.5117 -1.5854
C -3.6211 -3.5127 -2.6587
O -3.3564 -4.7535 -1.9848
S -4.2003 -4.8525 -0.6485
O -3.4138 -5.4256 0.3862
O -5.4625 -5.4254 -0.9201
O -4.3143 -3.2950 -0.4018
H -4.8910 -1.9051 -1.8115
H -3.2237 -1.8469 -1.2513
H -2.7422 -3.2490 -3.2420
H -4.3952 -3.7292 -3.3969
```

## Properties
2S+1 = 1
Energy above the lowest of the compared OMol25 structures with the same formula, charge and spin = 0.0 kcal per mole
HOMO = -0.4141 Ha
Calculated total energy = -13170.139867 Ha

Löwdin atomic charge list, values in e, 4 entries: O -0.27; S 0.56; O -0.26; O -0.24

---

ORCA calculation (ωB97M-V with the def2-TZVPD basis set) on the molecule C3H2N2O3 at a distorted geometry.

Structure (XYZ):
```
10
Properties=species:S:1:pos:R:3
C 1.0952 -0.4763 -0.0371
C -0.1924 -0.1953 -0.1309
C -0.9001 1.0625 -0.0426
H 2.8654 -0.1012 0.1278
H 1.3540 -1.5785 0.1823
N -1.1498 -1.2717 0.0192
N -2.2788 -0.7225 -0.0262
O 2.0724 0.3986 -0.0637
O -2.2202 0.6542 -0.0539
O -0.6456 2.2299 0.0251
```

## Properties
2S+1 = 1
Energy above the lowest of the compared OMol25 structures with the same formula, charge and spin = 85.6 kcal per mole
HOMO = -0.3715 Ha
Calculated total energy = -450.666856 Ha
Structure (SMILES) = O=C1ON=N/C1=C/O

Löwdin atomic charge list, values in e, 4 entries: C -0.11; C -0.18; C -0.42; H 0.12

---

ORCA calculation (ωB97M-V with the def2-TZVPD basis set) on a cluster of 2 separate species, C4H10I2N in total at a distorted geometry.

Structure (XYZ):
```
17
Properties=species:S:1:pos:R:3
C -0.8125 -1.0236 1.3801
C 0.4362 1.1035 2.0378
C 1.3921 -0.4269 0.5450
C 0.3685 -0.1706 1.3353
N 0.6279 0.6713 -2.0987
I 2.9399 1.0827 0.0859
I 1.5455 -2.3689 -0.4296
H -1.6864 -0.4381 0.9495
H -1.0096 -1.8626 0.7843
H -1.1528 -1.2170 2.4294
H 1.3993 1.3424 2.6086
H 0.1495 1.9574 1.4160
H -0.3071 1.0916 2.8675
H 0.6123 0.2607 -1.1526
H 0.9179 0.0718 -2.9000
H -0.3743 0.8440 -2.4276
H 1.3865 1.2889 -2.2234
```

## Properties
Charge = +1
2S+1 = 1
Energy above the lowest of the compared OMol25 structures with the same formula, charge and spin = 18.0 kcal per mole
HOMO = -0.4698 Ha
Calculated total energy = -808.230928 Ha

Löwdin atomic charge list, values in e, 4 entries: C -0.10; C -0.14; C -1.06; C -0.58

---

ORCA calculation (ωB97M-V with the def2-TZVPD basis set) on a cluster of 12 separate species, C19H56F6N11O21S2 in total at a distorted geometry.

Structure (XYZ):
```
115
Properties=species:S:1:pos:R:3
C 0.5836 2.7565 -1.9246
F -0.5267 3.0687 -2.5623
F 1.2473 1.8312 -2.7097
F 1.2864 3.8516 -1.6640
S 0.1298 1.9938 -0.1221
O 1.4440 1.6414 0.3901
O -0.6678 2.9741 0.5897
N -0.8665 0.6872 -0.6164
S -0.1635 -0.5675 -0.0461
O 1.1864 -0.8642 -0.5615
O -0.3321 -0.7169 1.4131
C -1.2533 -1.9556 -0.8193
F -2.5086 -1.9222 -0.5388
F -1.1318 -1.8083 -2.2343
F -0.7018 -3.1458 -0.5517
C 3.2002 -3.8074 -4.8116
O 3.5461 -4.1624 -5.9405
N 2.5918 -4.5306 -3.9005
N 3.6530 -2.6971 -4.2687
H 2.2218 -3.9688 -3.1471
H 2.5693 -5.5322 -4.0283
H 3.5259 -2.4079 -3.3094
H 4.3286 -2.2192 -4.8477
C -5.7830 -3.5416 -5.5381
O -6.2006 -4.5434 -6.0389
N -5.6723 -3.3824 -4.2574
N -5.4199 -2.5049 -6.2304
H -5.3967 -2.4701 -3.9231
H -5.6499 -4.2336 -3.7141
H -5.3936 -2.6060 -7.2350
H -5.1053 -1.6174 -5.8651
C 4.7220 -5.3459 2.0406
O 5.6727 -4.9446 1.3839
N 3.5395 -5.6382 1.6458
N 4.9065 -5.5211 3.3148
H 2.7598 -5.8542 2.2504
H 3.3778 -5.5508 0.6526
H 5.8148 -5.3555 3.7244
H 4.2521 -6.1067 3.8137
C -3.7569 -0.9269 6.6193
O -3.0438 -1.7154 7.1257
N -4.9202 -0.5335 6.9687
N -3.4088 -0.2576 5.5690
H -5.3178 0.2892 6.5384
H -5.2104 -0.8027 7.8979
H -4.0464 0.4164 5.1697
H -2.5621 -0.6118 5.1475
C 6.5154 0.4333 -0.7853
O 7.6888 0.3565 -0.5019
N 5.9656 1.5458 -1.3274
N 5.7630 -0.5163 -0.5466
H 6.5929 2.3117 -1.5273
H 4.9578 1.6090 -1.3094
H 4.7611 -0.3905 -0.5667
H 6.1991 -1.2561 -0.0148
C -2.6794 -6.7545 5.4759
C -1.8473 -5.7572 4.7591
O -0.8059 -6.4677 4.1154
O -3.5061 -7.6296 4.6967
H -3.2035 -6.1780 6.2382
H -2.0435 -7.4238 6.0554
H -1.3017 -5.1087 5.4445
H -2.3419 -5.0005 4.1501
H -1.2931 -7.0190 3.4987
H -4.2093 -7.9934 5.2396
C -0.2390 5.5571 7.6483
C -0.5894 5.5958 6.1302
O 0.5064 5.4534 5.1575
O 0.2780 4.3198 8.1284
H -0.9114 6.1197 8.2961
H 0.6981 6.1138 7.6403
H -1.2193 6.4614 5.9250
H -1.3012 4.7818 5.9924
H 0.1976 4.9823 4.3801
H 0.2015 3.6164 7.4796
C 2.6440 -0.9740 6.9260
C 2.3223 -1.1047 8.3948
O 1.1936 -1.8126 8.6950
O 1.6001 -0.2121 6.3252
H 2.8853 -1.9264 6.4539
H 3.5399 -0.3851 6.7296
H 2.0815 -0.1526 8.8678
H 3.1682 -1.3400 9.0407
H 0.5444 -1.5659 8.0322
H 1.5964 -0.5480 5.4259
C -1.3071 2.7163 -7.7106
C -1.0887 3.4880 -9.0977
O -1.0631 2.4404 -10.1427
O -2.3959 1.7724 -7.6097
H -1.5645 3.4710 -6.9674
H -0.3795 2.3305 -7.2877
H -0.2134 4.1316 -9.0099
H -1.8848 4.2320 -9.1283
H -1.9459 2.1297 -10.3563
H -2.6641 1.7015 -6.6907
C 4.4547 7.3255 -5.7919
C 4.1419 6.1535 -6.7005
O 4.3747 6.4993 -8.0156
O 3.2365 8.0510 -5.6819
H 5.3211 7.9704 -5.9389
H 4.4337 6.8847 -4.7952
H 3.1679 5.6823 -6.5688
H 4.9056 5.4176 -6.4486
H 3.7768 7.1295 -8.4241
H 3.3218 8.8192 -5.1125
C -5.4598 1.8521 -2.6086
C -5.8639 1.1923 -1.2314
O -4.9189 1.5034 -0.2455
O -4.4742 1.0158 -3.1715
H -4.9815 2.7922 -2.3338
H -6.3284 2.1800 -3.1797
H -6.0607 0.1216 -1.2872
H -6.7270 1.7768 -0.9128
H -4.0319 1.3354 -0.5721
H -3.7108 1.0038 -2.5896
```

## Properties
Charge = -1
2S+1 = 1
Energy above the lowest of the compared OMol25 structures with the same formula, charge and spin = 175.7 kcal per mole
HOMO = -0.2765 Ha
Calculated total energy = -4335.383753 Ha

Löwdin atomic charge list, values in e, 4 entries: C -0.60; F 0.13; F 0.09; F 0.13

---

ORCA calculation (ωB97M-V with the def2-TZVPD basis set) on a structure of composition C12H20FeN12OS3 at a distorted geometry.

Structure (XYZ):
```
49
Properties=species:S:1:pos:R:3
Fe 0.0696 0.1612 0.3164
C -1.9753 -1.1824 2.4407
C -0.7531 -2.0599 2.6255
S 0.7421 -1.3488 1.8794
C 1.3922 -2.8031 1.0239
C 0.4753 -3.3806 -0.0439
S -0.1460 -2.1338 -1.2229
C -1.8678 -2.6272 -1.3061
C -2.6484 -2.4639 -0.0026
S -2.3480 -0.8402 0.7187
H -1.8133 -0.1950 2.8782
H -2.8410 -1.6130 2.9461
H -0.9016 -3.0558 2.2145
H -0.5603 -2.1867 3.6923
H 1.6711 -3.5464 1.7720
H 2.3008 -2.4214 0.5748
H -0.3964 -3.8696 0.3870
H 1.0329 -4.1455 -0.5857
H -1.9372 -3.6610 -1.6479
H -2.3040 -2.0138 -2.0963
H -2.4196 -3.2547 0.7109
H -3.7147 -2.5376 -0.2196
N 1.4667 1.4858 -2.6165
C 2.1817 0.6519 -1.7863
N 3.3851 0.2524 -2.0839
N 3.7064 -0.5861 -1.0615
N 2.7570 -0.6694 -0.2316
N 1.7108 0.1199 -0.6432
C 0.2842 1.9842 -2.2124
N -0.3135 3.0358 -2.8029
N -1.3590 3.2966 -2.0588
N -1.4099 2.4361 -1.1056
N -0.3863 1.5395 -1.1539
H 1.9307 1.8852 -3.4178
C -2.3844 5.0978 0.4073
N -1.9697 3.7956 0.9094
C -0.6921 3.7112 1.5856
C -0.4986 2.2242 1.5709
O 0.4846 1.4885 1.8833
N -1.4943 1.5960 0.9800
C -2.1997 2.6006 0.1842
N -3.5662 2.4443 -0.1265
H -2.5077 5.7732 1.2525
H -3.3364 5.0072 -0.1080
H -1.6462 5.5188 -0.2838
H -0.7187 4.1214 2.5968
H 0.1343 4.1902 1.0421
H -3.7668 1.6274 -0.6850
H -4.1326 2.4652 0.7104
```

## Properties
Charge = +1
2S+1 = 2
HOMO (spin up / spin down) = -0.4410 / -0.4404 Ha
Expectation value of S² = 0.9914
Calculated total energy = -3659.568301 Ha

Löwdin atomic charge list, values in e, 4 entries: Fe 0.40; C -0.47; C -0.43; S 1.01